No. 1
The following is a DFT calculation (the ωB97M-V functional and the def2-TZVPD basis) of a structure of composition C38H86AlBrFIN3 in a non-equilibrium geometry.

Each line ends with the Mulliken charge.
Element x y z (Å)
I: -1.77519 -4.68072 0.91212  -0.1590
Br: -2.37840 0.05505 -3.90717  -0.2164
Al: -0.59655 -1.95139 -1.08096  -1.1972
F: 1.39183 -1.11625 2.46098  -0.4069
N: 5.58429 1.18558 2.13282  0.0794
N: 3.35031 -6.71424 -6.09509  0.1360
N: -4.00778 5.42828 5.55238  0.1391
C: 4.82493 2.33305 1.63064  -0.0292
C: -4.11792 2.06704 0.64327  -0.4819
C: 0.05261 -4.93418 -1.74759  0.5745
C: -4.32225 7.87536 6.22588  -0.9656
C: -2.57298 2.60312 0.76703  0.3955
C: 1.29460 -0.64038 1.03312  -0.1789
C: 1.02533 -6.14726 -1.13117  -0.9898
C: -2.61113 -1.84233 -1.49339  0.1045
C: 3.88605 0.40135 3.87656  -1.0274
C: 1.05150 -5.83314 -5.40235  -0.4282
C: -2.67663 0.08087 3.35953  -0.6102
C: 6.54975 2.31238 4.21583  -0.9653
C: -3.44683 6.62760 6.17948  -0.6990
C: 3.06814 -5.83221 -8.42797  -1.4109
C: 4.73361 0.10662 2.64361  -0.4076
C: -4.96081 4.68089 6.37812  -0.4766
C: 5.66095 3.33692 0.84217  -1.5465
C: 2.56414 -5.65040 -5.46541  -0.8591
C: -2.55570 -3.01736 -3.99870  -0.6525
C: -0.60790 3.73652 -0.81914  -0.4432
C: -2.98281 -1.71129 -3.08434  -0.2040
C: 0.62122 -1.50151 -2.66805  0.1911
C: -0.08565 3.85131 -2.36733  -0.5862
C: -0.27795 -0.81386 0.60514  1.6708
C: 3.56812 -7.90279 -5.26526  -0.6505
C: -3.74000 1.36803 3.29467  -0.0869
C: -4.43019 5.55961 4.15602  -0.3448
C: 1.45279 -0.09613 -2.53885  -0.7788
C: -2.11263 3.03915 -0.77049  -0.4117
C: -0.25461 -3.92948 -0.48916  -1.0153
C: 0.60692 2.50183 -2.98048  -0.6611
C: 6.76198 1.48993 2.94935  -0.7241
C: -3.34098 6.07775 3.22140  -1.5704
C: 2.37805 -8.82749 -5.03276  -0.8110
C: -4.69201 1.28357 1.96310  -0.7431
C: 3.02071 -7.03206 -7.48644  -0.3148
C: 0.57536 1.18636 -2.00550  2.0358
C: -6.33980 5.29527 6.59337  -1.0040
H: 5.01249 4.11814 0.42994  0.4437
H: 1.60245 0.51136 1.08365  -0.0939
H: -4.51068 4.47453 7.35723  0.4011
H: -1.56329 0.42194 3.49779  0.1358
H: -1.47221 -2.96935 -4.43802  0.0815
H: 1.44070 -2.36854 -2.71640  0.0937
H: -2.61288 3.60145 1.41364  -0.3058
H: -5.77200 1.66962 2.27171  0.2577
H: 4.48952 0.41404 4.78672  0.3656
H: 4.36998 -8.49457 -5.72559  0.3885
H: 1.07582 1.51407 -0.97231  -0.6467
H: -2.51674 6.88508 5.65828  0.3744
H: 7.27263 0.55564 3.21723  0.3307
H: -0.52914 0.89866 -1.74854  -0.9491
H: 0.63204 -6.20772 -6.33821  0.3504
H: -0.01794 2.21662 -3.95675  0.0963
H: 2.15691 -5.82617 -1.18285  0.2330
H: 7.48942 2.01741 2.32038  0.4206
H: -4.84145 8.06218 5.28374  0.2512
H: 0.66184 4.75749 -2.55545  0.2548
H: 0.75864 -3.86789 0.13936  0.4434
H: -3.16008 -2.82411 -1.10277  0.3483
H: 1.84203 -9.06178 -5.95631  0.2589
H: 1.72436 2.67427 -3.36343  0.3076
H: -3.33039 -3.06192 -4.90256  0.3794
H: -3.12026 6.38800 7.19996  0.3557
H: -0.67167 0.28094 0.33797  -1.1438
H: 6.40598 3.83484 1.47111  0.3244
H: -1.82885 1.86601 1.28861  0.0572
H: 2.29596 -5.09324 -8.19088  0.2868
H: 7.51003 2.71613 4.55669  0.3773
H: 3.74555 -7.76243 -7.86597  0.4507
H: 2.35117 -0.28090 -1.80857  0.1442
H: 4.04486 -5.34099 -8.39305  0.3274
H: -0.77987 4.85772 -0.44539  0.3809
H: 6.17547 2.85295 0.00698  0.3380
H: 0.67885 -4.44106 -2.60621  -0.3277
H: -1.04835 4.09986 -3.02594  0.2650
H: 0.57345 -4.86883 -5.19524  0.0540
H: 2.77057 -4.71166 -5.99377  0.3424
H: -2.44739 5.44868 3.26905  0.2885
H: 0.79781 -7.19594 -1.59795  0.2625
H: -2.95115 -0.57868 4.31285  0.3255
H: 0.08700 -1.53541 -3.72838  0.0654
H: 2.94006 -5.47016 -4.44972  0.3065
H: -6.79044 5.65113 5.66308  0.2543
H: 4.31627 2.86439 2.44237  0.2237
H: -3.69962 8.75327 6.43311  0.3648
H: 0.76157 -6.50879 -4.59430  0.0930
H: 3.13627 -0.38772 4.00560  0.4205
H: -7.01676 4.54305 7.01450  0.4352
H: -0.97846 -5.38824 -2.09858  0.1517
H: -3.06763 -0.94859 -0.86287  -0.2021
H: 1.93352 0.14226 -3.60253  0.3437
H: 3.34746 1.34951 3.79860  0.1787
H: 5.34959 -0.77911 2.84343  0.3058
H: -2.86595 3.91416 -1.07448  0.4543
H: -4.85370 2.94321 0.38247  0.3046
H: -3.70335 6.06877 2.18730  0.4309
H: -0.93027 -1.20604 1.49411  0.1672
H: 5.87902 3.15994 4.06146  0.2405
H: -2.27078 2.19483 -1.56473  -0.0371
H: 2.06735 -1.15393 0.32032  0.2644
H: -2.83243 -0.64877 2.42861  0.0090
H: 2.03401 -7.50073 -7.56849  0.2621
H: 6.15762 1.70048 5.03149  0.2749
H: 4.05758 -0.20252 1.83584  0.1041
H: 2.89434 -6.16140 -9.45859  0.4285
H: 1.67247 -8.40344 -4.31509  0.0863
H: -3.05608 7.10882 3.45436  0.3924
H: -4.17413 -1.66054 -3.14191  0.4130
H: -5.09980 3.69163 5.92302  0.1331
H: 0.76326 -6.19336 0.03242  0.2972
H: 4.04057 1.97227 0.95426  0.2501
H: -4.46261 1.19888 4.22952  0.3397
H: -4.84181 0.14112 1.67077  0.2657
H: -6.30572 6.12222 7.30591  0.2234
H: -4.72848 4.57339 3.78018  0.4899
H: -3.22172 2.40164 3.47425  0.0839
H: -2.74323 -4.02356 -3.38437  0.1133
H: -4.11991 1.26825 -0.24394  0.1164
H: 0.15610 3.26821 -0.06520  0.0860
H: -5.06245 7.81751 7.02728  0.2789
H: 3.97260 -7.59814 -4.29190  0.3356
H: -5.30816 6.20781 4.06126  0.2531
H: 2.72618 -9.77706 -4.61019  0.3991

HOMO energy ... -5.20 eV
Electronic energy ... -4877.452216 Ha
Charge ... -1
Orbital gap ... 0.276 hartree
LUMO level ... 2.31 eV
M ... 837.91 g mol⁻¹

=====

No. 2
The following is a DFT calculation (the ωB97M-V functional and the def2-TZVPD basis) of an isolated molecule of C6H6N2O2 in a non-equilibrium geometry.

Each line ends with the Mulliken charge.
Element x y z (Å)
O: 2.43644 1.64280 0.15886  -0.4158
O: 2.39323 -1.75033 -0.47755  -0.4232
N: 2.82279 -0.69692 -0.22047  -0.1205
N: 1.95874 0.24862 0.06010  0.5007
C: -1.59800 1.00043 -0.34697  -0.3942
C: 0.53689 0.05200 0.14671  0.3256
C: -0.30509 1.17650 -0.23535  -0.1739
C: -1.45566 -1.37150 0.14754  -0.5073
C: -2.26069 -0.21297 -0.09397  -0.3971
C: -0.04982 -1.21291 0.25203  -0.2727
H: 0.10707 2.13083 -0.61423  0.3219
H: 0.49490 -2.16498 0.51696  0.2782
H: -2.23017 1.76924 -0.81382  0.3060
H: -3.37199 -0.17810 0.08575  0.3273
H: -2.05120 -2.22485 0.41832  0.3357
H: 2.57256 1.79214 1.01610  0.3093

HOMO energy ... -8.85 eV
Electronic energy ... -492.040262 Ha
Energy above the lowest of the compared OMol25 structures with the same formula, charge and spin ... 533.48 kJ/mol
Orbital gap ... 0.339 hartree
SMILES string ... O=NN(O)c1ccccc1
LUMO level ... 0.38 eV
M ... 138.13 g mol⁻¹

=====

No. 3
The following is a DFT calculation (the ωB97M-V functional and the def2-TZVPD basis) of an isolated molecule of C25H23N3O2.

Each line ends with the Mulliken charge.
Element x y z (Å)
O: -3.47995 -2.74335 -1.19435  -0.6695
O: 2.58630 -1.15764 1.82556  -0.6435
N: 0.53339 -1.42150 -0.89484  -0.4898
N: -4.12922 -0.67611 -0.55912  0.0408
N: 3.11772 -0.21974 -0.18025  0.3199
C: -3.19052 -1.64560 -0.75750  0.2556
C: -2.78450 1.33877 -0.76475  -0.3118
C: -4.73864 1.32740 0.65265  0.7648
C: -3.35508 3.30173 0.48229  -0.7488
C: -1.48528 -0.83223 0.91451  0.2671
C: 4.45388 2.05615 -1.07453  -0.9578
C: -0.72999 -1.63572 -1.19986  -0.1974
C: 5.15946 -1.12760 0.80000  -0.5297
C: 2.59841 0.42474 -1.38466  -0.5437
C: -6.05518 -0.81584 0.87683  -0.7319
C: -3.86625 0.65624 -0.20959  0.1071
C: 6.49581 -0.98162 1.12364  -0.7475
C: -4.45998 2.64563 0.99017  -0.6213
C: 0.82202 -0.92231 0.30203  0.2982
C: 7.18110 0.16802 0.77116  -0.5936
C: -2.52328 2.64717 -0.41117  -0.7083
C: 6.52609 1.16640 0.07177  -0.8289
C: 2.26184 -0.78296 0.71287  0.4756
C: 3.64761 1.26545 -2.10164  -0.8200
C: -5.52913 -1.05811 -0.53394  -0.9380
C: 4.49047 -0.11062 0.12771  0.2239
C: -5.98908 0.67788 1.18470  -0.9459
C: 5.18547 1.04173 -0.24979  0.9478
C: -1.79093 -1.32527 -0.35163  -0.0941
C: -0.15921 -0.63958 1.25074  -1.0439
H: -2.26952 -0.61707 1.62622  0.5292
H: 1.75996 1.06914 -1.09367  0.4075
H: -3.15412 4.32345 0.76551  0.3870
H: 3.77802 2.64847 -0.45076  0.3014
H: -5.58806 -2.11092 -0.81441  0.4160
H: 7.05766 2.05888 -0.22676  0.3898
H: -6.08505 -0.45770 -1.26074  0.3730
H: 5.15470 2.73652 -1.55960  0.4124
H: -5.43534 -1.37570 1.58061  0.3017
H: -7.07950 -1.17763 0.96703  0.3932
H: -1.67799 3.15980 -0.84469  0.4273
H: 2.21245 -0.34683 -2.05684  0.2623
H: 8.22362 0.28205 1.02752  0.3825
H: -6.84647 1.18126 0.72557  0.3858
H: 4.32784 0.62067 -2.66159  0.4147
H: 0.13322 -0.28436 2.22604  0.5106
H: -2.15716 0.84049 -1.48788  0.5992
H: 7.00424 -1.77506 1.65023  0.3804
H: 3.14396 1.92559 -2.80878  0.4123
H: -5.12867 3.16083 1.66484  0.4237
H: -6.05965 0.84660 2.26167  0.4344
H: -0.91807 -2.06368 -2.17567  0.4710
H: 4.63285 -2.02605 1.07440  0.4494

HOMO energy ... -8.30 eV
Electronic energy ... -1281.264968 Ha
Energy above the lowest of the compared OMol25 structures with the same formula, charge and spin ... 6.27 kJ/mol
Orbital gap ... 0.311 hartree
SMILES string ... O=C(c1ccc(C(=O)N2CCCc3ccccc32)nc1)N1CCCc2ccccc21
LUMO level ... 0.17 eV
M ... 397.48 g mol⁻¹

=====

No. 4
The following is a DFT calculation (the ωB97M-V functional and the def2-TZVPD basis) of a cluster of 2 separate species, C4H14N2S in total.

Each line ends with the Mulliken charge.
Element x y z (Å)
S: -0.18193 0.84070 1.08300  -0.1619
N: -0.74710 -2.69008 -1.68808  -0.6309
N: 0.47653 -2.46964 0.48816  -0.5116
C: -0.17345 2.44132 0.24033  -0.3140
C: 0.39549 -2.16387 -0.93487  -0.2968
C: 1.58725 0.63394 1.31704  -0.8647
C: -1.56511 2.76738 -0.24134  -1.2282
H: -2.27078 2.80235 0.59013  0.3177
H: -0.80150 -3.69902 -1.57875  0.2301
H: 1.73463 -0.17984 2.02417  0.3302
H: 0.52394 2.36703 -0.58869  0.3023
H: -0.28741 -2.04145 0.99474  0.1788
H: 1.29119 -2.56287 -1.40359  0.3499
H: 2.03223 1.52553 1.74335  0.3706
H: -1.61363 -2.31331 -1.32217  0.2295
H: -1.90464 2.01571 -0.95141  0.3240
H: -1.57016 3.73197 -0.74415  0.3576
H: 0.44135 -3.46814 0.64972  0.2259
H: 2.07655 0.36456 0.38149  0.2585
H: 0.36371 -1.07967 -1.02125  0.2125
H: 0.19285 3.17740 0.96220  0.3203

HOMO energy ... -8.51 eV
Electronic energy ... -668.486330 Ha
Energy above the lowest of the compared OMol25 structures with the same formula, charge and spin ... 0.00 kJ/mol
Orbital gap ... 0.348 hartree
SMILES string ... CCSC.NCN
LUMO level ... 0.95 eV
M ... 122.24 g mol⁻¹

=====

No. 5
The following is a DFT calculation (the ωB97M-V functional and the def2-TZVPD basis) of a cluster of 2 separate species, C4H8NO3 in total in a non-equilibrium geometry.

Each line ends with the Mulliken spin population.
Element x y z (Å)
O: -1.72900 0.83819 1.01251  0.2154
O: 0.01114 2.06620 1.22421  0.8193
O: 2.08803 -0.53699 -1.52223  0.0001
N: 0.13561 -0.79428 -0.45331  -0.0026
C: 0.87449 -0.47078 -1.55134  -0.0008
C: -0.64665 1.02299 1.55885  -0.0463
C: 0.18160 -0.32521 -2.87887  0.0004
C: -0.24945 0.33395 2.81565  -0.0043
H: 0.64931 -1.24776 0.28040  0.0000
H: -0.16313 0.69208 -3.05661  -0.0003
H: 0.77746 0.39101 3.14432  0.0098
H: -0.73609 0.87289 3.63261  0.0003
H: -0.70850 -0.93591 -3.02655  0.0001
H: -0.51265 -0.71656 2.93531  0.0091
H: 0.88573 -0.52719 -3.67596  0.0000
H: -0.85791 -0.66263 -0.43899  -0.0002

HOMO energy (spin up / spin down) ... -9.76 / -9.76 eV
Electronic energy ... -437.632587 Ha
Energy above the lowest of the compared OMol25 structures with the same formula, charge and spin ... 36.73 kJ/mol
Orbital gap (spin up / spin down) ... 0.382 / 0.239 hartree
LUMO level (spin up / spin down) ... 0.64 / -3.26 eV
2S+1 ... 2
M ... 118.11 g mol⁻¹

=====

No. 6
The following is a DFT calculation (the ωB97M-V functional and the def2-TZVPD basis) of a structure of composition C4H4N2O3 in a non-equilibrium geometry.

Each line ends with the Mulliken charge.
Element x y z (Å)
O: 2.56586 1.71602 -0.73461  -0.4337
O: -0.18736 -0.59612 1.07600  -0.1860
O: -2.41824 -0.69940 0.36200  -0.4065
N: 2.49569 -0.49758 -0.04987  -0.5664
N: -1.92788 1.13400 -1.25256  -0.5205
C: 0.78292 -1.39397 1.32656  -0.4773
C: 2.44968 0.57980 -0.48322  0.5034
C: -1.89955 0.15937 -0.48429  0.2756
C: -1.08281 -0.89322 0.10082  0.3210
H: -2.74507 1.62674 -1.38158  0.2582
H: 1.99256 -0.92309 0.73646  0.6197
H: 0.89584 -2.26876 0.72926  0.2930
H: -0.89138 -1.84810 -0.47987  0.3195

HOMO energy ... -9.62 eV
Electronic energy ... -489.826197 Ha
Energy above the lowest of the compared OMol25 structures with the same formula, charge and spin ... 676.53 kJ/mol
Orbital gap ... 0.325 hartree
LUMO level ... -0.78 eV
M ... 128.09 g mol⁻¹